1.
Computed, not measured: a cluster of 2 separate species, C10H13NO in total, with ωB97M-V/def2-TZVPD.

Summary:
HOMO-LUMO gap	8.70	eV
E	-518.7254	a.u.

Structure (XYZ):
```
25
C10H13NO ωB97M-V/def2-TZVPD
H -0.31725 1.66224 -0.89618
N 0.33699 1.24791 -0.23532
C -0.12023 1.12034 0.94409
C -1.45336 1.50012 1.37279
C -1.89544 1.26882 2.61984
C -1.05187 0.65910 3.61444
C 0.20498 0.31627 3.32244
C 0.79817 0.51654 1.97443
H -2.09423 1.96742 0.63621
H -2.89997 1.54457 2.90892
H -1.46305 0.50056 4.60006
H 0.85098 -0.12679 4.06723
H 1.68498 1.15660 2.05537
H 1.17240 -0.43859 1.59113
C -1.44084 -1.19245 -2.14263
C -0.35931 -1.26239 -2.87207
O 0.18931 -0.82251 -4.01713
C 1.01267 -1.61134 -3.12962
C 2.14103 -0.89567 -2.43386
H -1.48204 -1.69201 -1.19187
H -2.31130 -0.65125 -2.46669
H 1.23034 -2.59918 -3.53014
H 1.75316 -0.10492 -1.79119
H 2.81159 -0.45749 -3.17179
H 2.70231 -1.60590 -1.82847
```

---

2.
Computed, not measured: the molecule C10H13NO2, with ωB97M-V/def2-TZVPD.

Summary:
HOMO-LUMO gap	7.92	eV
E	-594.0343	a.u.

Structure (XYZ):
```
26
C10H13NO2 ωB97M-V/def2-TZVPD
C 3.69505 -0.85727 -0.26616
C 3.22412 0.44526 0.40448
C 1.72822 0.41703 0.77703
C 0.83627 0.90623 -0.35574
N -0.47153 1.40821 0.13169
C -1.58856 0.55874 0.10215
C -2.83988 1.05165 0.26809
C -4.01584 0.17215 0.24132
O -5.07536 0.44045 0.77531
C -3.84156 -1.12685 -0.47416
C -2.61575 -1.64450 -0.61742
C -1.44910 -0.93150 -0.01954
O -0.48874 -1.55643 0.39243
H 4.05502 -0.69186 -1.27801
H 2.88672 -1.57956 -0.34739
H 4.48742 -1.34424 0.29146
H 3.76521 0.55151 1.33981
H 3.44420 1.30558 -0.21839
H 1.55678 1.06792 1.62954
H 1.47950 -0.59640 1.06343
H 1.34207 1.75976 -0.80042
H 0.72934 0.16446 -1.14461
H -0.72203 2.21869 -0.41445
H -3.01042 2.10126 0.44870
H -4.70963 -1.65191 -0.83904
H -2.40148 -2.58838 -1.09014
```